This record from the OMol25 dataset describes 3 unconnected molecules or ions with the total composition C5H14O2. The level of theory is ωB97M-V/def2-TZVPD.

Summary:
Energy   -9505.97266 eV
HOMO energy   -8.8 eV
Max |F|   1.57 eV/Å
SMILES   C/C=C/CC.O.O
Relative energy (zero: lowest compared OMol25 entry of this formula, charge and spin)   99.1 kJ/mol
Spin multiplicity   1

Element x y z (Å)
C (0.72415, -2.28481, 1.32357)
H (1.31337, -2.26357, 2.23023)
H (0.13654, 2.17416, -2.83534)
C (0.93483, 2.70647, 1.75208)
C (0.95014, 0.20305, 1.44401)
H (2.01911, 2.72609, 1.86336)
O (-0.74461, 2.37179, -2.49914)
H (0.33244, 2.85997, 2.64989)
C (1.03632, -0.98649, 0.55643)
H (-3.95882, -2.80802, -4.23057)
O (-3.27096, -3.07827, -3.60463)
H (1.32644, 0.08349, 2.46650)
H (0.37970, -0.84350, -0.30314)
H (2.05578, -1.08041, 0.16439)
H (0.88336, -3.20179, 0.78141)
H (-3.65608, -2.74794, -2.77632)
C (0.50878, 1.40830, 1.10244)
H (-0.30574, -2.18307, 1.69308)
H (-1.31623, 1.84491, -3.07545)
H (0.00391, 1.53669, 0.14756)
H (0.64759, 3.56296, 1.14966)

Atom charges from the Mulliken analysis, given in e for atoms 1 to 4:
1 C -1.168
2 H 0.295
3 H 0.317
4 C -1.104

This record from the OMol25 dataset describes 3 unconnected molecules or ions with the total composition C5H14O2. The level of theory is ωB97M-V/def2-TZVPD.

Summary:
Energy   -9505.69231 eV
HOMO energy   -9.6 eV
Max |F|   1.77 eV/Å
SMILES   C=CCCC.O.O
Relative energy (zero: lowest compared OMol25 entry of this formula, charge and spin)   126.2 kJ/mol
Spin multiplicity   1

Element x y z (Å)
H (-5.61825, -0.49431, 3.35749)
H (-0.50658, 1.93755, 1.25090)
C (1.50226, 0.82282, -0.13302)
C (0.23560, 1.49027, 1.90448)
H (2.94172, -0.07354, -2.46649)
H (3.98925, -0.45624, -0.99656)
H (1.99235, 0.24469, 1.89503)
C (3.07538, -0.67281, -1.56781)
H (-6.13143, -1.82077, 3.94365)
O (-2.16758, 0.16745, -3.55882)
H (1.99559, -1.23152, 0.26358)
H (3.31856, -1.67494, -1.90953)
C (1.88161, -0.58061, -0.61945)
H (2.16823, 1.56862, -0.55704)
H (-2.39644, -0.37591, -2.78579)
H (-0.07785, 1.40215, 2.93684)
C (1.31419, 0.92566, 1.39066)
O (-5.94584, -1.36863, 3.09725)
H (0.48011, 1.00311, -0.48690)
H (1.00377, -1.05083, -1.07370)
H (-3.05464, 0.23776, -3.88479)

Atom charges from the Mulliken analysis, given in e for atoms 1 to 4:
1 H 0.322
2 H 0.262
3 C -0.373
4 C -0.787

This record from the OMol25 dataset describes 3 unconnected molecules or ions with the total composition C5H14O2. The level of theory is ωB97M-V/def2-TZVPD.

Summary:
Energy   -9503.72070 eV
HOMO energy   -9.2 eV
Max |F|   7.44 eV/Å
SMILES   C=C(C)CC.O.O
Relative energy (zero: lowest compared OMol25 entry of this formula, charge and spin)   316.4 kJ/mol
Spin multiplicity   1

Element x y z (Å)
H (-0.17220, 2.40129, -1.19885)
C (0.67084, 0.46299, -0.52519)
O (-3.11369, 1.63525, -1.41402)
H (-1.48528, -0.41598, 1.13167)
H (-2.84815, 0.80649, -0.85826)
H (0.72984, 1.64792, 1.40785)
H (1.28770, -1.92058, 1.39106)
C (0.42863, -1.08084, -0.48580)
H (1.89023, 2.12750, 0.41512)
H (-1.25120, -1.88757, 1.95404)
C (1.51504, -1.82148, 0.33419)
H (-0.58631, 0.84675, -2.07475)
H (-2.69624, 2.26680, -0.84276)
H (0.47423, -1.46241, -1.44469)
C (1.49800, 1.15340, 0.70398)
H (1.71701, -2.75790, -0.33574)
H (2.07502, 0.49963, 1.15347)
C (-0.01393, 1.35587, -1.31526)
H (-0.67282, -1.41106, 0.03982)
O (-1.91657, -1.27806, 1.55356)
H (2.46984, -1.16800, 0.41057)

Atom charges from the Mulliken analysis, given in e for atoms 1 to 4:
1 H 0.403
2 C 0.631
3 O -0.651
4 H 0.390

This record from the OMol25 dataset describes 3 unconnected molecules or ions with the total composition C5H14O2. The level of theory is ωB97M-V/def2-TZVPD.

Summary:
Energy   -9506.36481 eV
HOMO energy   -9.4 eV
Max |F|   0.71 eV/Å
SMILES   C/C=C/CC.O.O
Relative energy (zero: lowest compared OMol25 entry of this formula, charge and spin)   61.3 kJ/mol
Spin multiplicity   1

Element x y z (Å)
C (1.01490, -0.75853, 0.99674)
C (0.12865, 0.44135, 1.22192)
H (1.76009, -0.52050, 0.23960)
C (0.34232, -2.07747, 0.59489)
H (1.58617, -0.91494, 1.91568)
H (-0.65066, -0.55399, -2.28705)
H (-1.69846, -0.31778, 0.55933)
O (-0.70669, -0.23820, -3.19409)
H (0.94337, -2.58375, -0.15936)
H (0.08241, 0.31678, -3.28043)
H (-2.44384, 1.68588, 2.21589)
H (0.31704, -2.78784, 1.41937)
C (-2.03063, 1.76165, 1.21324)
H (-1.44972, 2.67871, 1.16278)
C (-1.16761, 0.54893, 0.95731)
H (2.84645, 0.16070, -1.84677)
O (2.04810, 0.55256, -2.22167)
H (1.87024, 1.38495, -1.75915)
H (0.66112, 1.30839, 1.63153)
H (-0.65372, -1.94465, 0.17355)
H (-2.79952, 1.85775, 0.44668)

Atom charges from the Mulliken analysis, given in e for atoms 1 to 4:
1 C -0.062
2 C -0.220
3 H 0.048
4 C -1.130

This record from the OMol25 dataset describes 2 unconnected molecules or ions with the total composition C5H14O2. The level of theory is ωB97M-V/def2-TZVPD.

Summary:
Energy   -9506.08349 eV
HOMO energy   -10.4 eV
Max |F|   2.46 eV/Å
SMILES   CCCCCO.O
Relative energy (zero: lowest compared OMol25 entry of this formula, charge and spin)   88.4 kJ/mol
Spin multiplicity   1

Element x y z (Å)
C (-1.99754, 0.20565, 0.50925)
H (-1.11187, -1.67565, -1.86174)
H (-0.43500, 1.66883, 0.71974)
H (-2.84207, 0.82479, 0.16926)
H (-2.66425, -2.27453, -1.89299)
C (-0.63554, 0.78487, 0.09382)
H (3.98479, 1.96549, -0.77253)
H (1.25976, 0.05807, -0.79378)
H (1.65161, -0.25312, 1.76493)
H (-0.70929, 1.31395, -0.88291)
O (3.92984, 1.13981, -0.30657)
O (1.55440, 0.44184, 1.10790)
H (-3.09775, -1.76864, 0.40798)
H (3.45974, 1.18637, 0.53277)
H (0.32941, -1.08028, 0.32931)
H (-1.97490, 0.12875, 1.60774)
C (-2.08878, -1.40530, -1.49682)
C (-2.23109, -1.23456, 0.02811)
H (-1.46968, -1.86836, 0.52003)
C (0.65226, -0.04783, 0.10898)
H (-2.64591, -0.52496, -1.92473)

Atom charges from the Mulliken analysis, given in e for atoms 1 to 4:
1 C -0.638
2 H 0.278
3 H 0.393
4 H 0.318

This record from the OMol25 dataset describes 3 unconnected molecules or ions with the total composition C5H14O4. The level of theory is ωB97M-V/def2-TZVPD.

Summary:
Energy   -13599.80536 eV
HOMO energy   0.3 eV
Max |F|   1.55 eV/Å
Charge   -2
Relative energy (zero: lowest compared OMol25 entry of this formula, charge and spin)   6.9 kJ/mol
Spin multiplicity   1

Element x y z (Å)
C (1.83690, 0.37935, 0.43408)
O (-1.74894, 0.79696, -0.84098)
H (0.38736, 1.96039, -0.14452)
H (-4.18442, 1.54410, 0.43225)
C (0.43120, 0.93331, 0.24926)
H (0.80403, -2.36142, 0.43279)
C (-0.66749, 0.06477, -0.39978)
H (-0.92294, 1.91380, -3.21621)
H (0.07291, 1.16790, 1.26552)
H (3.13397, -0.82407, 1.60019)
C (1.88314, -2.24607, 0.58869)
H (2.27633, 0.09194, -0.51208)
C (2.08117, -0.88921, 1.31210)
H (-0.95069, -0.68051, 0.36795)
O (-1.80068, 2.15863, -2.89439)
H (2.42322, 1.20993, 0.86159)
H (1.40684, -0.82237, 2.17848)
O (2.44937, -3.30133, 1.22258)
H (-2.74557, 1.10728, 0.21908)
H (-0.16023, -0.60559, -1.12591)
H (2.40789, -2.06494, -0.39063)
H (-1.79262, 1.57054, -1.96610)
O (-3.43976, 1.25630, 0.99196)

Atom charges from the Mulliken analysis, given in e for atoms 1 to 4:
1 C -0.614
2 O -0.878
3 H 0.344
4 H 0.258